Arrangement A

The following is a DFT calculation (ωB97M-V with the def2-TZVPD basis set) of a single C3H4N2O2 molecule.

Structure (XYZ):
```
11
Properties=species:S:1:pos:R:3
N -1.67 -0.27 -0.17
C -0.32 -0.25 0.31
C 0.10 1.19 0.60
O 1.20 1.62 0.38
N 0.65 -0.90 -0.55
C 1.83 -0.66 -0.71
O 2.97 -0.59 -0.96
H -2.05 -1.21 -0.12
H -1.71 0.02 -1.14
H -0.32 -0.76 1.29
H -0.70 1.81 1.06
```

Calculated values
HOMO level ... -10.2 eV
SMILES ... N[C@H](C=O)N=C=O
M ... 100.1 g mol⁻¹
E_LUMO ... 0.5 eV

=====

Arrangement B

The following is a DFT calculation (ωB97M-V with the def2-TZVPD basis set) of a molecular structure, C3H4N2O2.

Structure (XYZ):
```
11
Properties=species:S:1:pos:R:3
C 0.84 -0.80 -0.97
C 0.94 0.48 -0.53
C 0.01 -1.17 0.25
N 0.14 0.27 0.55
N -1.22 1.31 0.56
O -0.94 2.36 0.17
O -2.12 0.75 1.05
H 1.43 -1.46 -1.51
H 1.46 1.29 -0.85
H -1.07 -1.38 0.16
H 0.52 -1.66 1.14
```

Calculated values
HOMO level ... -8.9 eV
M ... 100.1 g mol⁻¹
E_LUMO ... 0.6 eV

=====

Which structure wins on stability? arrangement A wins.

=====

Arrangement A

The following is a DFT calculation (ωB97M-V with the def2-TZVPD basis set) of a molecular structure, C2H4N2S.

Structure (XYZ):
```
9
Properties=species:S:1:pos:R:3
C -1.83 -0.20 0.96
C 1.40 -0.37 -0.46
N -2.13 -0.65 1.96
N -1.03 0.63 -0.61
S 0.43 1.15 -0.31
H 1.17 -0.98 0.46
H 2.40 -0.20 -0.11
H 1.17 -0.84 -1.46
H -1.59 1.45 -0.42
```

Calculated values
HOMO level ... -9.4 eV
M ... 88.1 g mol⁻¹
E_LUMO ... -0.8 eV

=====

Arrangement B

The following is a DFT calculation (ωB97M-V with the def2-TZVPD basis set) of 2 unconnected molecules or ions with the total composition C2H4N2S.

Structure (XYZ):
```
9
Properties=species:S:1:pos:R:3
C 0.56 1.33 -0.22
C -1.26 -0.13 0.21
N 1.27 2.21 0.08
N -0.17 0.35 -0.57
S 1.66 -1.90 -0.16
H -1.39 0.26 1.17
H -2.13 0.22 -0.33
H -1.16 -1.31 0.33
H 2.62 -1.04 -0.51
```

Calculated values
HOMO level (spin up / spin down) ... -9.3 / -9.3 eV
M ... 88.1 g mol⁻¹
E_LUMO (spin up / spin down) ... -3.9 / -4.0 eV

=====

Which structure wins on stability? arrangement A wins.

=====

Arrangement A

The following is a DFT calculation (ωB97M-V with the def2-TZVPD basis set) of a single C2H4N2S molecule.

Structure (XYZ):
```
9
Properties=species:S:1:pos:R:3
C 0.26 1.57 0.77
N -0.28 0.42 0.63
C -0.49 -0.50 -0.40
N 0.16 -1.60 -0.33
S -1.60 -0.19 -1.56
H 0.21 2.03 1.71
H 0.72 2.21 0.04
H 0.97 -1.66 0.26
H 0.05 -2.28 -1.12
```

Calculated values
HOMO level ... -8.3 eV
SMILES ... C=NC(N)=S
M ... 88.1 g mol⁻¹
E_LUMO ... 0.5 eV

=====

Arrangement B

The following is a DFT calculation (ωB97M-V with the def2-TZVPD basis set) of a single C2H4N2S molecule.

Structure (XYZ):
```
9
Properties=species:S:1:pos:R:3
H 2.47 0.08 -0.63
N 2.00 -0.83 -0.18
C 0.71 -0.71 0.16
N -0.05 0.43 0.02
C -1.42 0.48 0.01
S -2.55 -0.74 -0.10
H 0.04 -1.52 0.67
H 0.60 1.27 0.25
H -1.79 1.54 -0.21
```

Calculated values
HOMO level ... -9.0 eV
SMILES ... [H]/N=C\NC=S
M ... 88.1 g mol⁻¹
E_LUMO ... -0.3 eV

=====

Which structure wins on stability? arrangement A wins.

=====

Arrangement A

The following is a DFT calculation (ωB97M-V with the def2-TZVPD basis set) of 3 unconnected molecules or ions with the total composition C6H14O2.

Structure (XYZ):
```
22
Properties=species:S:1:pos:R:3
C 2.64 -0.12 0.30
C 1.36 0.17 0.47
C 0.43 -0.68 1.33
C -0.97 -0.64 0.80
C -1.92 0.08 1.39
C -1.29 -1.46 -0.42
H 3.08 -0.98 0.78
H 3.26 0.56 -0.28
H 0.98 1.12 0.11
H 0.50 -0.33 2.36
H 0.84 -1.68 1.31
H -2.94 0.10 1.03
H -1.68 0.67 2.27
H -0.58 -2.26 -0.57
H -1.25 -0.86 -1.33
H -2.24 -1.98 -0.28
O -0.61 2.50 -0.67
H -1.00 1.82 -0.09
H -1.22 2.58 -1.41
O 0.64 0.42 -2.69
H 1.33 -0.17 -2.36
H 0.63 1.14 -2.04
```

Calculated values
HOMO level ... -9.7 eV
SMILES ... C=CCC(=C)C.O.O
M ... 118.2 g mol⁻¹
E_LUMO ... 0.8 eV

=====

Arrangement B

The following is a DFT calculation (ωB97M-V with the def2-TZVPD basis set) of a molecular structure, C6H14O2.

Structure (XYZ):
```
22
Properties=species:S:1:pos:R:3
C 0.11 3.81 2.85
C -0.04 3.58 1.35
C 0.22 2.13 0.91
C -0.91 1.18 1.33
C 0.45 2.08 -0.60
C 0.75 0.70 -1.15
O 1.93 0.24 -1.02
H 0.02 4.88 3.09
H 1.09 3.47 3.20
H -0.66 3.27 3.42
H 0.66 4.24 0.82
H -1.05 3.87 1.02
H 1.13 1.78 1.42
H -1.81 1.35 0.72
H -1.18 1.34 2.39
H -0.61 0.13 1.21
H -0.45 2.47 -1.09
H 0.95 2.13 -1.80
H -0.08 -0.03 -1.16
O 2.72 2.77 -0.26
H 2.88 1.60 -0.62
H 2.73 3.31 -1.05
```

Calculated values
HOMO level ... -8.8 eV
M ... 118.2 g mol⁻¹
E_LUMO ... -0.1 eV

=====

Which structure wins on stability? arrangement A wins.

=====

Arrangement A

The following is a DFT calculation (ωB97M-V with the def2-TZVPD basis set) of 3 unconnected molecules or ions with the total composition C6H14O2.

Structure (XYZ):
```
22
Properties=species:S:1:pos:R:3
C 2.98 0.12 1.12
C 2.74 0.75 -0.03
C 1.59 0.35 -0.97
C 0.42 -0.18 -0.19
C -0.14 -1.38 -0.41
C -1.48 -1.77 0.10
H 3.97 0.24 1.54
H 2.32 -0.62 1.54
H 3.38 1.59 -0.27
H 1.95 -0.45 -1.62
H 1.31 1.24 -1.54
H -0.06 0.45 0.55
H 0.47 -2.10 -0.94
H -1.52 -2.24 1.10
H -2.12 -2.52 -0.38
H -2.14 -0.91 0.20
O -2.06 1.07 1.74
H -2.66 1.75 2.05
H -2.40 0.88 0.86
O -2.27 0.76 -1.40
H -1.67 0.01 -1.47
H -3.05 0.57 -1.93
```

Calculated values
HOMO level ... -9.0 eV
SMILES ... C=CC/C=C/C.O.O
M ... 118.2 g mol⁻¹
E_LUMO ... 0.7 eV

=====

Arrangement B

The following is a DFT calculation (ωB97M-V with the def2-TZVPD basis set) of 3 unconnected molecules or ions with the total composition C6H14O2.

Structure (XYZ):
```
22
Properties=species:S:1:pos:R:3
C 1.86 2.60 1.45
C 2.14 1.32 1.19
C 1.13 0.41 0.64
C 0.44 0.78 -0.44
C -0.65 -0.11 -1.04
C -0.25 -1.52 -1.48
H 2.69 3.22 1.80
H 0.90 3.07 1.38
H 3.12 0.95 1.46
H 0.93 -0.57 1.08
H 0.54 1.79 -0.83
H -1.44 -0.12 -0.27
H -1.09 0.52 -1.80
H -0.80 -2.21 -0.85
H 0.79 -1.86 -1.38
H -0.61 -1.66 -2.50
O 0.49 -1.56 4.83
H 0.00 -1.60 4.00
H 1.27 -2.09 4.61
O -3.78 -0.10 -4.14
H -4.04 -0.97 -4.51
H -3.65 -0.29 -3.20
```

Calculated values
HOMO level ... -9.0 eV
SMILES ... C=C/C=C/CC.O.O
M ... 118.2 g mol⁻¹
E_LUMO ... 0.6 eV

=====

Which structure wins on stability? arrangement A wins.

=====

Arrangement A

The following is a DFT calculation (ωB97M-V with the def2-TZVPD basis set) of a single C4H6N4 molecule.

Structure (XYZ):
```
14
Properties=species:S:1:pos:R:3
N 1.15 -0.31 2.43
N -0.04 -0.17 1.81
C -0.17 0.14 0.61
N -1.46 0.27 0.07
C -1.32 0.45 -1.21
N -0.03 0.64 -1.69
C 0.61 -0.77 -1.79
C 0.77 0.18 -0.60
H 1.72 -1.43 2.32
H 0.93 -0.26 3.53
H -2.24 0.47 -1.76
H 1.42 -0.81 -2.54
H -0.12 -1.63 -1.49
H 1.72 0.64 -0.53
```

Calculated values
HOMO level ... -8.4 eV
SMILES ... N/N=C1/N=CN2C[C@H]12
M ... 110.1 g mol⁻¹
E_LUMO ... 0.6 eV

=====

Arrangement B

The following is a DFT calculation (ωB97M-V with the def2-TZVPD basis set) of a molecular structure, C4H6N4.

Structure (XYZ):
```
14
Properties=species:S:1:pos:R:3
C 1.74 0.14 0.35
C -0.13 -1.14 -0.36
C -2.08 -0.54 0.38
C -0.17 1.21 -0.39
H 2.12 -0.48 1.25
H 2.19 -0.64 -0.70
H 2.31 1.22 0.49
H 0.68 -1.67 -0.97
H -2.79 -1.08 0.85
H 0.61 1.95 -0.98
N 0.36 0.02 0.38
N -1.35 -1.30 -0.37
N -2.17 0.76 0.36
N -1.31 1.59 -0.29
```

Calculated values
HOMO level ... -9.3 eV
M ... 110.1 g mol⁻¹
E_LUMO ... 0.4 eV

=====

Which structure wins on stability? arrangement A wins.